Record 1
The following is a DFT calculation (ωB97M-V/def2-TZVPD) of C3H5N3S as an isolated structure in a non-equilibrium geometry.

ORCA input file:
```
! wB97M-V def2-TZVPD RIJCOSX def2/J DEFGRID3
* xyz 0 1
C -1.248 0.085 1.376
C -0.365 -0.440 0.516
C 0.303 0.939 -0.390
N -0.243 2.024 -0.023
N 0.084 -1.667 0.157
N 1.128 0.529 -1.411
S -1.305 1.798 1.201
H -1.704 -0.461 2.116
H -0.494 -2.448 0.429
H 0.545 -1.843 -0.708
H 1.256 1.316 -2.033
H 2.044 0.168 -1.230
*
```

As for the HOMO-LUMO gap: 8.25 eV. The LUMO energy comes out at 0.89 eV. For the calculated total energy, the calculation gives -18496.149 eV. Its HOMO energy is -7.368 eV. The value obtained for the relative energy (zero: lowest compared OMol25 entry of this formula, charge and spin) is 168.7 kJ/mol.



Record 2
The following is a DFT calculation (ωB97M-V/def2-TZVPD) of a single C3H5N3S molecule in a non-equilibrium geometry.

ORCA input file:
```
! wB97M-V def2-TZVPD RIJCOSX def2/J DEFGRID3
* xyz 0 1
H 2.797 -1.461 0.068
N 2.597 -0.472 0.126
C 1.351 -0.207 -0.047
C 0.812 1.238 -0.022
S -0.994 1.183 0.014
C -1.024 -0.568 -0.031
N -2.119 -1.240 0.091
H -1.897 -2.223 0.111
N 0.284 -1.060 -0.201
H 1.158 1.681 0.926
H 1.214 1.785 -0.903
H 0.467 -2.072 0.068
*
```

As for the HOMO-LUMO gap: 9.89 eV. The LUMO energy comes out at 0.54 eV. For the calculated total energy, the calculation gives -18497.421 eV. Its HOMO energy is -9.351 eV. The value obtained for the relative energy (zero: lowest compared OMol25 entry of this formula, charge and spin) is 46.0 kJ/mol. As for the SMILES: [H]/N=C1/CS/C(=N/[H])N1.